A 5-piece molecular cluster, C40H44BF6N6O8 overall. Source: OMol25; level of theory: ωB97M-V/def2-TZVPD.

XYZ file:
```
105
Properties=species:S:1:pos:R:3:lowdin_charge:R:1
C 1.968 -5.029 1.166 -0.1109
C 2.187 -4.574 -0.388 -0.1595
B 0.843 -4.851 -1.302 -0.3656
O 0.514 -6.182 -1.773 0.0753
C -0.104 -3.561 -1.603 0.0659
C 0.535 -2.372 -2.397 0.1163
N -0.191 -1.160 -2.750 -0.1079
N 0.519 -0.206 -3.459 0.1035
C -1.590 -1.033 -2.357 -0.0724
C -2.404 0.321 -2.712 -0.1226
C -1.942 1.516 -1.723 -0.1786
C -2.427 1.296 -0.197 -0.1986
C -2.024 2.512 0.791 -0.1473
C -0.443 2.888 0.719 -0.1833
O 0.391 1.980 1.489 -0.0451
C 1.065 1.041 0.653 -0.3785
C 2.070 1.422 -0.544 -0.0039
O 0.872 -0.196 0.883 0.0182
C -2.367 -2.155 -1.565 0.1133
C -1.622 -3.486 -1.155 0.0713
C -2.354 -4.687 -0.379 -0.2674
O -1.810 -5.330 0.566 0.1270
O -3.670 -5.123 -0.767 0.0766
C -4.684 -4.408 -0.005 -0.1828
O -5.344 -3.566 -0.674 0.1429
C -4.990 -4.696 1.549 -0.1722
F -5.299 -6.107 1.624 0.0844
F -3.880 -4.496 2.415 0.0959
C -6.273 -3.931 2.131 -0.2019
F -6.623 -4.604 3.358 0.0928
F -7.424 -3.994 1.309 0.1099
C -6.032 -2.388 2.509 -0.1939
F -7.346 -1.812 2.677 0.0804
F -5.384 -1.619 1.500 0.0652
C -5.249 -2.134 3.890 -0.2369
O -5.710 -2.323 5.049 0.1295
O -3.899 -1.586 3.758 0.0418
H 2.675 -4.457 1.883 0.0884
H 0.904 -4.770 1.521 0.0743
H 2.205 -6.157 1.271 0.0899
H 2.345 -3.426 -0.340 0.0968
H 3.115 -5.093 -0.851 0.1208
H 0.404 -6.783 -0.997 0.1228
H 1.637 -2.452 -2.717 0.1617
H 0.730 0.628 -2.884 0.0838
H -0.011 0.106 -4.301 0.1240
H -2.223 0.661 -3.803 0.1171
H -3.542 0.155 -2.631 0.1344
H -2.336 2.529 -2.116 0.1391
H -0.785 1.529 -1.740 0.0770
H -2.017 0.310 0.260 0.1117
H -3.581 1.202 -0.116 0.1222
H -2.321 2.242 1.864 0.1264
H -2.616 3.465 0.501 0.1263
H -0.101 3.032 -0.368 0.1049
H -0.360 3.931 1.218 0.1420
H 2.274 0.442 -1.129 0.0836
H 1.576 2.137 -1.309 0.0750
H 3.091 1.829 -0.189 0.0775
H -3.460 -1.969 -1.306 0.1167
H -3.366 -2.140 3.142 0.1107
N -2.151 -1.492 -5.950 0.0486
C -2.286 -2.583 -5.177 -0.1587
C -2.802 -3.787 -5.625 -0.0587
C -3.208 -3.874 -6.949 -0.0613
C -3.082 -2.762 -7.770 -0.0569
C -2.550 -1.604 -7.228 -0.1420
H -1.958 -2.463 -4.150 0.0542
H -2.885 -4.635 -4.957 0.1057
H -3.618 -4.800 -7.338 0.1138
H -3.389 -2.795 -8.808 0.1100
H -2.428 -0.709 -7.830 0.1067
N -2.065 0.637 7.256 0.0518
C -1.381 0.111 8.284 -0.1573
C -1.523 -1.198 8.713 -0.0787
C -2.426 -2.014 8.047 -0.0766
C -3.150 -1.497 6.980 -0.0728
C -2.931 -0.174 6.627 -0.1540
H -0.690 0.788 8.775 0.1013
H -0.942 -1.571 9.548 0.1010
H -2.565 -3.044 8.356 0.1051
H -3.863 -2.099 6.432 0.0716
H -3.468 0.278 5.799 0.0953
N 4.903 3.464 -0.365 0.0415
C 5.976 2.679 -0.561 -0.1530
C 7.056 3.032 -1.354 -0.0682
C 7.030 4.266 -1.987 -0.0743
C 5.934 5.097 -1.804 -0.0891
C 4.905 4.654 -0.989 -0.1554
H 5.949 1.723 -0.048 0.1028
H 7.897 2.359 -1.473 0.1052
H 7.856 4.578 -2.617 0.1125
H 5.880 6.066 -2.284 0.1087
H 4.028 5.269 -0.812 0.1054
N 6.098 9.212 0.270 0.0554
C 7.113 10.071 0.464 -0.1493
C 8.441 9.686 0.558 -0.0728
C 8.742 8.336 0.451 -0.0779
C 7.713 7.427 0.253 -0.0770
C 6.418 7.912 0.168 -0.1595
H 6.826 11.114 0.544 0.1036
H 9.219 10.423 0.712 0.1033
H 9.770 7.996 0.521 0.1064
H 7.912 6.366 0.165 0.0940
H 5.579 7.242 0.010 0.0815
```

Largest force on an atom (Eh/bohr): 0.1271
Total charge: +1
HOMO level (eV): -10.759

***

C40H44F4N6O4STi as an isolated structure. Source: OMol25; level of theory: ωB97M-V/def2-TZVPD.

XYZ file:
```
100
Properties=species:S:1:pos:R:3:lowdin_charge:R:1
Ti 0.146 0.552 0.038 0.9855
C -2.242 -2.484 -3.461 -0.0859
C -1.888 -3.530 -2.402 -0.2546
N -0.516 -3.437 -1.937 -0.1649
C 0.335 -4.495 -2.460 -0.2486
C 0.576 -4.375 -3.956 -0.0711
C -0.354 -3.236 -0.502 -0.1777
C 0.946 -2.524 -0.128 -0.2199
N 1.037 -1.187 -0.691 -0.0800
C 1.948 -1.084 -1.735 -0.1869
C 1.582 -0.648 -3.012 -0.1676
F 0.300 -0.355 -3.277 0.0888
C 2.501 -0.516 -4.032 -0.2153
F 2.072 -0.101 -5.239 0.0781
C 3.836 -0.824 -3.854 0.0624
C 4.216 -1.266 -2.605 -0.2148
F 5.506 -1.569 -2.369 0.0781
C 3.302 -1.392 -1.578 -0.1542
F 3.744 -1.791 -0.368 0.0834
H -1.698 -2.657 -4.388 0.0736
H -3.313 -2.540 -3.715 0.0647
H -1.973 -1.478 -3.129 0.0620
H -2.090 -4.532 -2.806 0.1160
H -2.564 -3.424 -1.542 0.0987
H -0.086 -5.490 -2.227 0.1172
H 1.294 -4.434 -1.947 0.1075
H -0.344 -4.517 -4.527 0.0616
H 1.287 -5.132 -4.289 0.0753
H 0.980 -3.388 -4.190 0.0739
H -0.404 -4.194 0.051 0.1253
H -1.185 -2.617 -0.154 0.0850
H 1.783 -3.141 -0.466 0.1031
H 1.002 -2.510 0.965 0.0866
H 4.551 -0.717 -4.657 0.1311
O 0.376 3.656 -4.411 0.0790
C -0.921 3.790 -4.049 -0.2569
C -1.829 4.457 -4.872 -0.0288
C -3.162 4.581 -4.519 -0.1032
C -3.611 4.035 -3.324 -0.1135
C -2.705 3.366 -2.516 -0.0451
C -1.358 3.225 -2.847 -0.0679
C -0.496 2.454 -1.920 -0.4398
O -1.044 1.374 -1.383 -0.2144
N 0.716 2.774 -1.659 0.1424
N 1.260 1.716 -0.934 -0.1617
C 1.861 1.748 0.322 -0.2627
C 1.588 2.866 1.260 -0.1897
C 2.540 3.760 1.724 -0.0560
C 2.195 4.775 2.614 -0.1267
C 0.876 4.882 3.037 -0.1228
C -0.091 3.988 2.594 -0.0321
C 0.247 2.972 1.696 -0.3649
O -0.627 2.075 1.261 -0.2050
H 0.504 4.048 -5.281 0.1063
H -1.474 4.882 -5.806 0.1106
H -3.842 5.113 -5.172 0.0987
H -4.641 4.165 -3.016 0.0888
H -3.016 2.975 -1.550 0.1103
H 2.870 1.330 0.354 0.0986
H 3.562 3.668 1.370 0.1084
H 2.941 5.478 2.962 0.0868
H 0.595 5.667 3.730 0.0932
H -1.118 4.067 2.932 0.1050
N -4.645 -0.595 -1.913 0.1904
C -4.337 -0.592 -0.425 -0.0986
C -2.832 -0.385 -0.429 -0.2783
N -2.076 -0.201 0.777 0.0253
H -5.625 -0.756 -2.136 0.1682
H -4.066 -1.310 -2.374 0.1088
H -4.346 0.301 -2.316 0.1703
H -4.685 -1.537 -0.010 0.1276
H -4.885 0.238 0.018 0.1316
H -2.613 0.484 -1.058 0.0899
H -2.393 -1.232 -0.965 0.0864
H -2.037 -0.988 1.408 0.0908
H -2.125 0.696 1.257 0.0825
O 0.336 -0.468 2.060 -0.5729
S 1.580 -0.219 2.883 1.0934
C 1.731 -1.694 3.886 -0.3607
C 2.892 -1.871 4.621 -0.0714
C 3.034 -3.011 5.399 -0.0722
C 2.026 -3.964 5.425 -0.0814
C 0.876 -3.782 4.669 -0.0709
C 0.725 -2.643 3.890 -0.0766
C 1.080 0.896 4.181 -0.3647
C -0.206 0.832 4.693 -0.0611
C -0.563 1.700 5.709 -0.0682
C 0.368 2.606 6.211 -0.0744
C 1.647 2.659 5.685 -0.0691
C 2.008 1.805 4.651 -0.0765
H 3.678 -1.125 4.584 0.1149
H 3.936 -3.158 5.978 0.1067
H 2.141 -4.855 6.027 0.1036
H 0.097 -4.533 4.680 0.1044
H -0.152 -2.488 3.275 0.1023
H -0.914 0.120 4.287 0.1124
H -1.565 1.672 6.116 0.1039
H 0.082 3.285 7.004 0.1041
H 2.358 3.388 6.051 0.1099
H 2.988 1.869 4.195 0.1159
```

Largest force on an atom (Eh/bohr): 0.0092
Relative energy (zero: lowest compared OMol25 entry of this formula, charge and spin) (eV): 2.557
HOMO level (alpha / beta) (eV): -5.893 / -5.893

***

Listing total energy for the structures above in their given order: -3104.5654 -3827.2140 Ha.